1.
{
  "formula": "C2H2Cl3NO2",
  "method": "ωB97M-V/def2-TZVPD",
  "species": ["C", "C", "N", "O", "O", "Cl", "Cl", "Cl", "H", "H"],
  "coordinates": [[-1.0853, -0.3290, -0.0500], [0.2656, 0.1195, 0.3751], [1.2119, 0.3317, -0.8009], [2.1644, 1.0935, -0.5944], [1.0748, -0.4119, -1.7512], [-2.2038, -0.3910, 1.3292], [0.2123, 1.7836, 1.3259], [0.9878, -1.0846, 1.3693], [-1.5572, 0.3341, -0.7620], [-1.0705, -1.4459, -0.4410]],
  "forces_ev_per_a": [[-1.37, -2.40, -0.75], [0.15, 2.08, 1.26], [2.52, 0.57, 0.33], [-1.84, -1.22, -0.79], [-0.40, 0.60, 0.37], [-0.05, 0.00, 0.15], [-0.15, -1.93, -1.24], [0.56, -0.36, 0.48], [0.25, 0.08, -0.32], [0.31, 2.57, 0.51]],
  "nbo_charge": [-0.469, 0.047, 0.476, -0.323, -0.334, -0.011, -0.010, 0.095, 0.252, 0.276],
  "smiles": "O=[N+]([O-])C(Cl)(Cl)CCl",
  "homo_ev": -11.25,
  "fmax_ha_per_bohr": 0.0556,
  "total_charge": 0,
  "e_tot_ha": -1663.0987,
  "lumo_ev": -0.90
}


2.
{
  "formula": "C2H3N3OS",
  "method": "ωB97M-V/def2-TZVPD",
  "species": ["C", "C", "N", "N", "N", "O", "S", "H", "H", "H"],
  "coordinates": [[0.4045, -0.7676, 0.2280], [-0.3414, 0.0849, -0.7101], [-0.0809, 1.0594, 1.6706], [0.5491, -0.0953, 1.4407], [-0.7488, 1.4870, 0.7127], [0.8552, -1.8735, 0.0699], [-1.6602, 2.7131, 0.4325], [0.2489, 0.6797, -1.3896], [-1.2876, -0.2657, -1.0816], [1.0519, -0.5004, 2.2185]],
  "forces_ev_per_a": [[-0.31, 0.54, -0.61], [-0.38, -0.71, -0.02], [0.45, -0.75, 3.82], [0.02, 1.03, -0.26], [2.04, -1.38, -3.43], [-0.04, -0.69, 0.15], [-1.59, 1.80, 0.49], [-0.13, 0.50, 0.18], [0.03, -0.46, -0.34], [-0.10, 0.13, 0.01]],
  "mulliken_spin": [0.035, 0.515, 0.289, 0.120, 0.150, 0.107, 0.774, 0.003, 0.011, -0.005],
  "homo_ev": [-6.31, -8.71],
  "spin_multiplicity": 3,
  "fmax_ha_per_bohr": 0.0820,
  "total_charge": 0,
  "e_tot_ha": -715.4929,
  "lumo_ev": [-0.29, -2.77],
  "s_squared": 2.04
}


3.
{
  "formula": "C19H26BrClNO6Si2V",
  "method": "ωB97M-V/def2-TZVPD",
  "species": ["V", "C", "Si", "C", "C", "C", "C", "C", "C", "C", "C", "N", "Si", "C", "C", "C", "H", "H", "H", "H", "H", "H", "H", "H", "H", "H", "H", "H", "H", "H", "H", "H", "H", "H", "H", "H", "H", "H", "O", "Cl", "O", "O", "O", "Br", "C", "C", "C", "C", "C", "C", "C", "O", "O", "H", "H", "H", "H"],
  "coordinates": [[1.2881, -0.5493, 0.6361], [1.3063, 3.6430, 0.2764], [2.2108, 2.2987, -0.6289], [2.6804, 2.7986, -2.3606], [3.7696, 1.7578, 0.2457], [1.0333, 0.7379, -0.7860], [1.8023, -0.3504, -1.5232], [1.9059, -0.4526, -2.9090], [2.7078, -1.4442, -3.4397], [3.3618, -2.3581, -2.6105], [3.1928, -2.2528, -1.2523], [2.4484, -1.2588, -0.7462], [-0.7845, 1.0468, -1.3801], [-1.4504, -0.5495, -2.0763], [-0.8358, 2.3693, -2.6905], [-1.7364, 1.5614, 0.1366], [1.9803, 4.4973, 0.3793], [1.0029, 3.3381, 1.2776], [0.4262, 3.9924, -0.2648], [3.2482, 3.7304, -2.2878], [1.8304, 2.9909, -3.0138], [3.3344, 2.0675, -2.8392], [4.4954, 2.5661, 0.1156], [4.2259, 0.8693, -0.1976], [3.6735, 1.6082, 1.3195], [1.4009, 0.2649, -3.5394], [2.8254, -1.5139, -4.5134], [3.9816, -3.1424, -3.0191], [3.6419, -2.9318, -0.5413], [-0.9358, -0.8676, -2.9841], [-2.4967, -0.3889, -2.3494], [-1.4179, -1.3681, -1.3565], [-0.3059, 2.0939, -3.6039], [-0.4499, 3.3295, -2.3476], [-1.8829, 2.5228, -2.9655], [-1.7760, 0.7560, 0.8734], [-2.7611, 1.8068, -0.1522], [-1.3100, 2.4406, 0.6211], [2.8250, 1.2072, 3.5352], [1.8730, 0.2750, 3.1188], [1.1312, -0.3270, 4.1448], [2.5041, -0.7808, 2.2328], [0.9502, 0.8674, 2.0808], [-2.5101, -0.4597, 3.9653], [-3.7078, -1.7086, 3.2621], [-5.0464, -1.4247, 3.0993], [-5.8978, -2.4050, 2.5978], [-5.4433, -3.6780, 2.2463], [-4.1148, -3.9911, 2.3955], [-3.2514, -2.9945, 2.9004], [-1.9050, -3.2868, 3.0712], [-0.8183, -3.5238, 3.2117], [0.0195, -1.4236, 0.7790], [-5.4269, -0.4502, 3.3712], [-6.9482, -2.1696, 2.4841], [-6.1328, -4.4169, 1.8642], [-3.7312, -4.9689, 2.1369]],
  "forces_ev_per_a": [[0.04, -0.05, 0.07], [0.00, 0.00, 0.00], [-0.02, 0.00, 0.00], [-0.01, 0.00, -0.01], [0.01, 0.02, -0.01], [0.08, -0.02, -0.03], [0.05, -0.04, -0.07], [-0.03, 0.03, 0.00], [0.01, 0.00, -0.01], [0.00, 0.00, 0.02], [0.00, 0.00, -0.04], [0.00, 0.04, -0.01], [0.00, 0.04, 0.04], [-0.02, 0.00, -0.02], [-0.01, 0.01, 0.01], [0.02, -0.01, 0.01], [0.00, 0.00, 0.00], [0.00, 0.00, 0.00], [0.00, 0.00, 0.00], [0.01, 0.00, 0.00], [0.00, 0.00, 0.00], [0.00, 0.00, 0.00], [0.00, 0.00, 0.01], [0.00, 0.00, 0.00], [0.00, 0.00, -0.01], [0.00, 0.00, 0.00], [0.00, 0.00, 0.00], [0.00, 0.00, 0.00], [0.01, 0.00, 0.00], [0.01, 0.00, 0.00], [0.00, -0.01, 0.01], [0.00, -0.01, 0.00], [0.00, -0.01, 0.00], [0.00, 0.00, -0.01], [0.00, 0.00, 0.00], [-0.01, 0.00, 0.00], [0.00, 0.00, 0.01], [0.00, 0.00, -0.01], [-0.03, 0.00, 0.05], [0.04, 0.00, -0.11], [-0.01, -0.03, 0.00], [-0.09, 0.01, 0.07], [-0.03, 0.09, 0.03], [0.02, -0.01, -0.04], [-0.04, 0.02, 0.02], [0.00, 0.01, 0.02], [0.01, -0.01, 0.00], [0.00, 0.00, 0.01], [-0.02, 0.00, -0.04], [0.05, -0.08, 0.01], [0.01, 0.16, 0.08], [-0.03, -0.09, -0.05], [-0.01, -0.02, -0.02], [0.00, 0.00, 0.00], [0.00, 0.00, -0.01], [0.00, 0.00, 0.01], [0.01, 0.00, 0.01]],
  "nbo_charge": [1.259, -1.141, 1.705, -1.140, -1.158, -0.950, 0.213, -0.225, -0.083, -0.223, 0.098, -0.476, 1.705, -1.138, -1.137, -1.132, 0.272, 0.256, 0.250, 0.272, 0.251, 0.246, 0.280, 0.242, 0.252, 0.256, 0.257, 0.264, 0.243, 0.246, 0.264, 0.243, 0.244, 0.251, 0.268, 0.235, 0.260, 0.257, -0.682, 2.534, -0.713, -0.763, -0.765, 0.202, -0.010, -0.245, -0.055, -0.215, -0.084, -0.320, 0.936, -0.249, -0.399, 0.267, 0.257, 0.264, 0.256],
  "homo_ev": -15.20,
  "fmax_ha_per_bohr": 0.0035,
  "total_charge": 2,
  "e_tot_ha": -5802.2402,
  "lumo_ev": -7.46
}